w.
Computed, not measured: a molecular structure, C6H11ClS, with wB97M-V/def2-TZVPD.

```
19
Properties=species:S:1:pos:R:3:lowdin_charge:R:1
C -1.7157 -0.2651 1.4257 -0.10
C -1.3777 -0.3438 -0.1174 -0.84
C -1.0137 -1.6025 -0.8058 -0.19
C 1.0333 1.2302 -0.2418 -0.62
C 1.7152 2.1949 0.5575 0.00
C 2.0548 0.2288 -0.9948 -0.45
H -1.9272 0.8432 1.5218 0.08
H -2.2659 -1.0729 1.7445 0.03
H -0.7204 -0.4798 1.9597 0.10
H -2.3849 -0.1497 -0.8064 0.10
H -0.7130 -1.4148 -1.9567 0.09
H -0.1024 -2.2304 -0.0509 0.13
H -2.4505 -2.0728 -0.8370 0.19
H 2.7334 2.2822 0.8854 0.05
H 1.1100 2.6073 1.3851 0.05
H 1.3275 -0.4478 -1.5894 0.03
H 2.8525 0.6310 -1.6221 0.07
S -0.7020 1.2153 -0.7186 0.89
Cl 2.5465 -1.1532 0.2613 0.40
```

Calculated values
* total charge: 0


x.
Computed, not measured: C6H11ClS in the gas phase, with wB97M-V/def2-TZVPD.

```
19
Properties=species:S:1:pos:R:3:lowdin_charge:R:1
C -0.9224 -0.9013 -2.2493 0.00
C -0.7771 -0.3327 -1.0794 -0.24
C 0.3648 -1.8273 1.4155 -0.07
C 0.5347 -0.3263 1.0778 -0.25
C 0.4375 0.1392 -0.3889 -0.33
C 0.3254 1.9842 -0.3614 -1.01
S -1.1373 2.5752 0.5232 0.71
Cl 1.8871 2.4467 0.1927 0.63
H -1.9016 -1.0778 -2.6341 0.04
H 0.0264 -1.2182 -2.7918 0.09
H -1.7139 0.1959 -0.5467 0.12
H -0.5020 -2.3118 0.9877 0.07
H 0.3382 -2.0687 2.4058 0.04
H 1.1628 -2.3391 0.8972 0.07
H 1.3970 0.2368 1.4122 0.07
H -0.2876 0.0324 1.5525 0.04
H 1.3864 -0.1347 -0.8194 0.11
H -0.0844 2.2234 -1.3172 0.02
H -0.5340 2.7041 1.7236 -0.13
```

Calculated values
* SMILES: C=C[C@H](CC)[C@@H](S)Cl
* total charge: 0


y.
Computed, not measured: C6H11ClS in the gas phase, with wB97M-V/def2-TZVPD.

```
19
Properties=species:S:1:pos:R:3:lowdin_charge:R:1
C 2.0703 0.6868 0.1996 -0.20
C 1.3284 -0.1313 -0.7355 -0.89
C -0.1049 0.2729 -1.2308 -0.17
C -0.8765 1.2298 -0.2479 -0.13
C -1.3037 -0.2640 -0.1442 -0.84
C -0.8733 -0.8662 1.1782 -0.21
H 2.0396 1.7738 0.0256 0.08
H 1.9448 0.7212 1.3087 0.08
H 3.2653 0.6032 0.2623 0.13
H 2.0595 -0.0171 -1.6839 0.14
H -0.3449 0.1390 -2.3403 0.15
H -1.9064 1.7674 -0.5885 0.13
H -0.3130 1.6486 0.5853 0.09
H 0.2019 -0.7118 1.3346 0.01
H -1.2493 -2.0500 1.3411 0.13
H -1.3610 -0.3542 2.0372 0.08
H -2.9409 -2.0476 -0.2990 -0.08
S -2.9951 -0.6361 -0.5166 0.73
Cl 1.3595 -1.7643 -0.4859 0.76
```

Calculated values
* SMILES: C[C@@H](Cl)[C@@H]1C[C@@]1(C)S
* total charge: 0


Relative energy table, unit hartree: w 0.1181; x 0.0000; y 0.0388


w.
Computed, not measured: C2H2N2OS in the gas phase, with wB97M-V/def2-TZVPD.

```
8
Properties=species:S:1:pos:R:3:lowdin_charge:R:1
C 2.5198 -1.0497 0.5945 -0.36
C 0.2906 -0.9500 -0.0110 -0.13
N 3.6423 -0.8529 0.4433 -0.39
N 1.4120 -1.4490 0.3216 0.13
O 0.4826 0.4080 -0.0792 0.04
S 4.2451 0.2955 -0.5667 0.43
H -0.4858 -1.6232 -0.2942 0.13
H -0.2367 1.0771 0.0049 0.14
```

Calculated values
* total charge: 0


x.
Computed, not measured: C2H2N2OS in the gas phase, with wB97M-V/def2-TZVPD.

```
8
Properties=species:S:1:pos:R:3:lowdin_charge:R:1
C 0.1666 0.0410 -1.1404 -0.13
C -0.3733 0.2382 0.4259 -0.45
N 1.2815 -0.5668 -1.1936 -0.30
N -1.4905 0.6527 0.7155 0.15
O 0.5972 -0.3906 1.1965 -0.40
S 1.8819 -0.9172 0.3262 0.96
H -0.3670 0.2255 -2.0391 0.09
H -1.6964 0.7170 1.7091 0.07
```

Calculated values
* SMILES: [H]/N=c1/cnso1
* total charge: 0


Relative energy table, unit hartree: w 0.0929; x 0.0000


w.
Computed, not measured: 2 unconnected molecules or ions with the total composition C2H2N2OS, with wB97M-V/def2-TZVPD.

```
8
Properties=species:S:1:pos:R:3:lowdin_charge:R:1
C 0.0390 1.0603 0.7013 0.07
C 0.6910 -0.0687 -1.8486 -0.94
N -0.5975 -1.0750 1.4910 0.09
N -0.4594 0.0227 1.0638 -0.23
O -0.2442 0.5038 -2.1134 0.11
S 1.9778 -0.8939 -1.5780 0.79
H -0.2534 1.7977 0.0146 0.04
H -1.1534 -1.3469 2.2694 0.07
```

Calculated values
* total charge: 0


x.
Computed, not measured: C2H2N2OS in the gas phase, with wB97M-V/def2-TZVPD.

```
8
Properties=species:S:1:pos:R:3:lowdin_charge:R:1
C -0.1562 0.2116 0.2197 -0.61
C -0.0093 -0.8896 1.0429 -0.16
H 0.7866 1.8783 1.5381 -0.06
H -0.0633 -1.0974 2.1435 0.13
N -0.2867 -1.9602 0.2739 -0.01
N -0.4435 -1.6748 -0.9433 0.05
O -0.1739 -0.2478 -1.1150 -0.11
S 0.4232 1.9196 0.1468 0.78
```

Calculated values
* SMILES: Sc1cnno1
* total charge: 0


Relative energy table, unit hartree: w 0.0053; x 0.0000


w.
Computed, not measured: 2 unconnected molecules or ions with the total composition H2N2OS, with wB97M-V/def2-TZVPD.

```
6
Properties=species:S:1:pos:R:3:lowdin_charge:R:1
N 2.8104 0.8999 -0.2881 0.15
N 1.7060 0.8899 -0.0978 -0.83
O -1.8553 -0.6983 0.1080 -0.16
S 0.3341 1.0901 0.3800 0.80
H -1.6273 -1.4780 0.6269 0.03
H -1.3679 -0.7036 -0.7289 0.00
```

Calculated values
* SMILES: N#[N+][S-].O
* total charge: 0


x.
Computed, not measured: 2 unconnected molecules or ions with the total composition H2N2OS, with wB97M-V/def2-TZVPD.

```
6
Properties=species:S:1:pos:R:3:lowdin_charge:R:1
N 3.9503 1.8064 0.1165 0.17
N 3.9018 0.6868 0.0498 -0.84
O 0.3835 0.1522 -0.0237 -0.12
S 4.0291 -0.7850 -0.0494 0.68
H 0.2387 -0.8703 0.0098 0.10
H -0.0617 0.6482 -0.6966 0.01
```

Calculated values
* SMILES: N#[N+][S-].O
* total charge: 0


Relative energy table, unit hartree: w 0.0023; x 0.0000


w.
Computed, not measured: 2 unconnected molecules or ions with the total composition C3H5N2O2, with wB97M-V/def2-TZVPD.

```
12
Properties=species:S:1:pos:R:3:lowdin_charge:R:1
C 2.2063 -0.7810 -0.2368 -0.04
C 1.1376 0.0620 -0.5300 -0.28
C 0.4830 0.6778 0.5373 -0.06
N -1.9515 -0.1918 1.0628 0.11
N -2.5489 0.0868 0.0046 -0.72
O -3.5491 -0.7160 -0.0283 -0.16
O -2.2769 0.9285 -0.8452 -0.10
H 2.7615 -1.2327 -1.0279 0.02
H 2.4815 -0.8271 0.7596 0.01
H 0.9948 0.2527 -1.6352 0.11
H 0.6339 0.2927 1.5808 0.06
H -0.3723 1.4481 0.3585 0.06
```

Calculated values
* total charge: -1


x.
Computed, not measured: 2 unconnected molecules or ions with the total composition C3H5N2O2, with wB97M-V/def2-TZVPD.

```
12
Properties=species:S:1:pos:R:3:lowdin_charge:R:1
C -0.2919 1.0148 -0.1113 -0.23
C 0.1205 -0.3790 -0.6343 -0.18
C 0.6343 0.1977 0.6218 -0.15
N 2.8295 0.6441 0.5711 0.13
N 3.4926 -0.1954 -0.0599 -0.69
O 4.7166 0.0227 0.0473 -0.14
O 3.0814 -1.2762 -0.5971 -0.13
H 0.0136 1.9949 -0.6925 0.12
H -1.3660 1.1594 -0.0622 0.06
H -0.6898 -1.0784 -0.6871 0.07
H 0.7607 -0.3244 -1.5050 0.08
H 0.7629 -0.1466 1.5931 0.05
```

Calculated values
* total charge: -1


Relative energy table, unit hartree: w 0.0000; x 0.0251


w.
Computed, not measured: C2H9N5 in the gas phase, with wB97M-V/def2-TZVPD.

```
16
Properties=species:S:1:pos:R:3:lowdin_charge:R:1
C 0.9430 -0.7664 1.4515 -0.11
C 0.2311 0.1936 -0.9529 -0.55
H 0.3503 -1.4724 0.6466 0.11
H 0.6446 -1.2746 2.4197 0.08
H 1.9592 -0.7467 1.2395 0.04
H -0.6181 1.0710 1.8791 0.19
H 1.3289 1.4731 -0.0083 0.07
H 1.9495 0.2825 -2.0813 0.00
H -0.9591 -0.9265 -1.8947 0.11
H -2.1579 1.0221 -0.8006 0.05
H -2.4675 -0.0907 0.2915 0.07
N 0.3466 0.6288 1.3753 -0.15
N 0.4505 1.1418 0.0279 0.00
N 1.0605 -0.1011 -1.9433 0.12
N -0.9185 -0.5012 -1.0080 -0.06
N -2.1428 0.0666 -0.6420 0.04
```

Calculated values
* SMILES: [H]/N=C(/NN)NNC
* total charge: 0


x.
Computed, not measured: 2 unconnected molecules or ions with the total composition C2H9N5, with wB97M-V/def2-TZVPD.

```
16
Properties=species:S:1:pos:R:3:lowdin_charge:R:1
N -0.6783 -0.5291 1.5154 0.13
C -1.6931 0.1699 1.0254 -0.69
N -2.4280 -0.4701 0.0626 0.11
N -2.0076 1.3698 1.4101 0.07
H -0.2400 -0.1586 2.3339 0.10
H -0.1544 -1.2284 1.0687 0.08
H -2.3389 -1.5167 0.0076 0.12
H -3.2858 0.0241 0.0649 0.08
H -1.2209 1.8823 1.7512 0.01
N 1.2412 0.3286 -1.9855 0.07
C 2.2035 0.1507 -1.0409 -0.41
N 3.2799 -0.5578 -1.1993 0.03
H 1.3355 -0.0106 -2.9261 0.09
H 0.2911 0.5874 -1.6937 0.09
H 1.9956 0.6545 -0.1260 0.09
H 3.7003 -0.6960 -0.2683 0.02
```

Calculated values
* SMILES: [H]/N=C/N.N=C(N)N
* total charge: 0


Relative energy table, unit hartree: w 0.1234; x 0.0000